Record 1
Density functional theory data (ωB97M-V/def2-TZVPD) for a molecular structure, C31H57BClHfO2P at a distorted geometry.

Output
E_HOMO (alpha / beta)   -6.16 / -6.22 eV
ΔE to the lowest compared entry with this formula, charge and spin   0.0 kcal/mol
Orbital gap (alpha / beta)   5.94 / 6.02 eV
Spin multiplicity   1
E_LUMO (alpha / beta)   -0.22 / -0.21 eV

Cartesian coordinates (Å):
Hf 0.362 1.568 0.208
Cl 0.224 3.848 0.949
P 0.153 -0.866 -0.756
C 1.302 0.347 1.717
H 2.249 -0.172 1.941
H 0.619 0.067 2.546
C -1.155 -0.343 -1.977
C -0.642 -2.054 0.423
C -1.344 -1.273 -3.190
H -2.089 -0.362 -1.388
C -2.518 -0.789 -4.046
H -0.426 -1.285 -3.795
H -1.531 -2.308 -2.869
C -2.375 0.682 -4.461
H -2.598 -1.427 -4.936
H -3.447 -0.913 -3.471
C -2.039 1.620 -3.292
H -1.597 0.762 -5.232
H -3.308 1.009 -4.932
C -0.885 1.108 -2.403
H -1.781 2.613 -3.680
H -2.926 1.742 -2.658
H 0.047 1.155 -2.991
H -0.808 1.825 -1.521
C 1.511 -1.797 -1.668
C 0.445 -2.792 1.215
H -1.160 -1.379 1.128
C -0.178 -3.686 2.292
H 1.062 -3.400 0.536
H 1.112 -2.052 1.672
C -1.260 -4.619 1.737
H 0.615 -4.272 2.773
H -0.621 -3.042 3.065
C -2.298 -3.897 0.868
H -0.786 -5.418 1.149
H -1.771 -5.111 2.571
C -1.669 -3.003 -0.204
H -2.957 -4.628 0.383
H -2.928 -3.268 1.512
H -1.182 -3.629 -0.968
H -2.457 -2.440 -0.722
C 2.134 -0.963 -2.799
H 2.266 -1.906 -0.867
C 3.419 -1.615 -3.319
H 1.413 -0.854 -3.622
H 2.368 0.052 -2.457
C 3.210 -3.067 -3.756
H 3.808 -1.020 -4.153
H 4.175 -1.583 -2.522
C 2.448 -3.897 -2.717
H 2.665 -3.083 -4.709
H 4.183 -3.530 -3.945
C 1.182 -3.207 -2.190
H 2.171 -4.869 -3.140
H 3.111 -4.093 -1.863
H 0.441 -3.135 -3.000
H 0.729 -3.829 -1.406
C 2.326 2.104 -0.845
C 2.836 1.140 0.173
H 2.115 1.724 -1.864
C 3.855 1.635 1.171
H 3.020 0.106 -0.172
C 3.664 3.122 1.488
H 3.809 1.067 2.105
H 4.870 1.493 0.769
C 3.764 3.985 0.235
H 2.690 3.283 1.967
H 4.432 3.447 2.202
C 2.879 3.517 -0.936
H 3.529 5.027 0.480
H 4.811 3.991 -0.105
H 2.062 4.238 -1.081
H 3.482 3.602 -1.851
C -4.366 2.379 2.996
C -2.871 2.621 2.844
C -2.622 4.102 3.041
O -2.550 2.268 1.497
B -1.605 1.255 1.621
O -1.646 0.594 2.858
C -1.991 1.660 3.748
C -0.715 2.320 4.273
C -2.706 1.084 4.947
H -4.898 2.970 2.241
H -4.705 2.709 3.985
H -4.624 1.324 2.850
H -3.278 4.670 2.370
H -2.869 4.383 4.073
H -1.591 4.385 2.811
H -0.964 3.034 5.069
H -0.061 1.553 4.706
H -0.148 2.847 3.493
H -3.642 0.590 4.675
H -2.059 0.357 5.448
H -2.923 1.890 5.658

=====

Record 2
Density functional theory data (ωB97M-V/def2-TZVPD) for C28H54N2O4S in the gas phase at a distorted geometry.

Output
E_HOMO   -6.80 eV
Structure (SMILES)   C=CN[C@H](C=C)[C@](CC[C@H](C)CCC=C(C)C)(CNC)O[C@@H](CCCCC)CCCCS(=O)(=O)O
Orbital gap   6.81 eV
Spin multiplicity   1
E_LUMO   0.01 eV

Cartesian coordinates (Å):
C 0.824 4.008 -4.421
C 0.428 2.603 -4.134
N 1.209 1.600 -3.303
C 1.245 1.954 -1.836
C 2.547 2.992 -1.671
C 3.745 2.963 -2.559
C 1.309 0.669 -0.808
C 1.946 1.228 0.639
C 1.049 2.430 1.315
C -0.238 1.922 2.193
C -1.566 2.707 1.547
C -0.113 2.153 3.812
C -0.932 0.877 4.514
C 0.087 -0.432 4.539
C 0.666 -0.773 5.895
C 1.870 0.174 6.481
C -0.021 -2.058 6.667
C 2.437 -0.360 -1.395
N 3.045 -1.296 -0.339
C 3.749 -2.479 -1.005
O 0.021 0.093 -0.441
C -0.458 -0.974 -1.299
C -0.296 -2.402 -0.481
C -0.695 -3.732 -1.351
C 0.479 -4.855 -1.127
C 0.682 -5.682 -2.553
C 1.867 -4.912 -3.419
C -2.112 -0.747 -1.434
C -2.484 0.486 -2.472
C -3.586 1.550 -1.888
C -4.803 0.885 -1.014
S -6.127 2.143 -0.473
O -7.488 1.914 -1.199
O -6.420 1.928 1.061
O -5.511 3.727 -0.615
H 0.040 4.885 -4.459
H 1.952 4.307 -4.625
H -0.578 2.221 -4.649
H 0.763 0.680 -3.501
H 0.272 2.593 -1.570
H 2.502 3.757 -0.778
H 3.806 2.452 -3.619
H 4.704 3.545 -2.159
H 1.834 0.297 1.377
H 3.094 1.443 0.577
H 1.777 2.984 2.082
H 0.690 3.257 0.568
H -0.438 0.754 2.042
H -1.631 2.356 0.425
H -1.370 3.875 1.511
H -2.536 2.475 2.172
H 0.985 2.226 4.212
H -0.767 3.118 4.064
H -1.381 1.140 5.563
H -1.841 0.549 3.813
H 0.375 -1.034 3.551
H 1.874 1.235 5.939
H 2.941 -0.297 6.274
H 1.692 0.394 7.618
H -0.858 -2.544 6.006
H 0.827 -2.842 6.932
H -0.559 -1.622 7.632
H 3.352 0.321 -1.749
H 2.109 -0.943 -2.378
H 3.850 -0.728 0.062
H 3.503 -3.518 -0.472
H 3.553 -2.561 -2.156
H 4.930 -2.354 -0.884
H -0.070 -0.997 -2.397
H -1.058 -2.328 0.435
H 0.760 -2.569 -0.006
H -0.974 -3.530 -2.470
H -1.679 -4.178 -0.845
H 1.534 -4.424 -0.851
H 0.170 -5.639 -0.296
H -0.307 -5.569 -3.172
H 0.879 -6.826 -2.394
H 2.213 -5.686 -4.245
H 2.777 -4.674 -2.686
H 1.472 -3.911 -3.935
H -2.519 -0.592 -0.344
H -2.645 -1.714 -1.887
H -2.937 0.000 -3.465
H -1.525 1.086 -2.847
H -2.994 2.377 -1.277
H -4.088 2.132 -2.799
H -5.336 0.034 -1.644
H -4.443 0.375 0.004
H -5.049 3.906 0.273

=====

Record 3
Density functional theory data (ωB97M-V/def2-TZVPD) for a molecular structure, C10H16NO at a distorted geometry.

Output
E_HOMO (alpha / beta)   -11.70 / -12.98 eV
ΔE to the lowest compared entry with this formula, charge and spin   110.6 kcal/mol
Total charge   +1
Orbital gap (alpha / beta)   7.31 / 9.48 eV
Spin multiplicity   1
E_LUMO (alpha / beta)   -4.39 / -3.50 eV

Cartesian coordinates (Å):
C 3.409 0.203 -0.176
C 2.637 0.539 -1.251
C 1.644 -0.763 1.150
C -1.399 2.024 -0.557
C -0.656 -0.004 0.668
C 2.623 0.433 1.040
C 1.365 0.873 -0.459
C 0.663 -0.391 -0.001
C 0.644 -1.511 -1.098
C -3.020 0.545 0.390
N -1.644 0.671 -0.264
O 1.789 1.532 0.610
H 4.340 -0.248 -0.150
H 2.685 0.563 -2.299
H 2.178 -1.790 1.011
H 1.104 -0.743 2.068
H -1.288 2.833 0.167
H -1.696 2.355 -1.483
H -1.123 -0.890 1.134
H -0.495 0.797 1.467
H 3.218 0.770 1.857
H 1.319 -1.152 -1.913
H -0.283 -1.809 -1.598
H 0.991 -2.406 -0.655
H -3.126 1.517 0.780
H -3.756 0.452 -0.456
H -3.024 -0.396 1.036
H -1.487 0.015 -1.037

=====

Record 4
Density functional theory data (ωB97M-V/def2-TZVPD) for 2 unconnected molecules or ions with the total composition C4H8N2O2 at a distorted geometry.

Output
E_HOMO   -8.88 eV
ΔE to the lowest compared entry with this formula, charge and spin   143.7 kcal/mol
Structure (SMILES)   C/C=N\NO.C=C=O
Orbital gap   9.72 eV
Spin multiplicity   1
E_LUMO   0.84 eV

Cartesian coordinates (Å):
C 0.937 1.930 0.454
C -1.464 -0.324 -1.339
N 0.900 -0.560 0.287
C 0.181 1.088 1.204
C -1.083 -1.440 -0.418
O 2.133 -1.006 0.819
N -0.001 -1.576 0.238
O -0.824 0.803 1.744
H 1.879 -1.612 1.532
H -1.782 -2.256 -0.287
H 0.742 2.987 0.556
H 1.995 1.735 0.360
H 1.082 0.326 -0.447
H -2.225 -0.656 -2.043
H -1.870 0.512 -0.764
H -0.600 0.047 -1.895

=====

Record 5
Density functional theory data (ωB97M-V/def2-TZVPD) for a molecular structure, C32H34N5O3RuSTe at a distorted geometry.

Output
E_HOMO (alpha / beta)   -13.64 / -13.64 eV
ΔE to the lowest compared entry with this formula, charge and spin   59.8 kcal/mol
Total charge   +2
Orbital gap (alpha / beta)   6.41 / 6.73 eV
Spin multiplicity   2
E_LUMO (alpha / beta)   -7.23 / -6.91 eV

Cartesian coordinates (Å):
Ru -0.495 -0.469 0.730
N -0.667 -0.903 3.139
N -1.638 -1.886 3.302
C -1.983 -2.693 2.207
O -2.551 -3.735 2.405
O -1.662 -2.206 1.041
H 0.232 -1.157 3.538
H -0.979 -0.022 3.534
H -1.738 -2.328 4.203
N -1.515 1.353 1.173
S -3.129 1.527 1.215
C -3.490 2.635 -0.174
C -2.738 2.453 -1.325
C -3.018 3.221 -2.444
C -4.052 4.147 -2.405
C -4.806 4.306 -1.252
C -4.534 3.545 -0.123
C -3.429 2.610 2.608
C -4.229 2.127 3.633
C -4.437 2.925 4.749
C -3.838 4.174 4.829
C -3.036 4.641 3.794
C -2.823 3.859 2.672
H -0.990 2.159 1.490
H -1.933 1.728 -1.325
H -2.432 3.094 -3.344
H -4.268 4.746 -3.279
H -5.612 5.025 -1.226
H -5.118 3.674 0.778
H -4.685 1.148 3.558
H -5.063 2.568 5.554
H -3.976 4.782 5.713
H -2.572 5.616 3.857
H -2.210 4.223 1.856
C 0.460 0.200 -3.158
Te -0.122 -1.398 -1.817
C -1.797 -1.489 -3.184
C -1.229 -1.038 -4.500
C -1.792 -1.425 -5.708
C -1.262 -0.950 -6.898
C -0.157 -0.110 -6.886
C 0.424 0.261 -5.683
C -0.115 -0.196 -4.489
H 1.541 0.316 -3.185
H 0.020 1.135 -2.803
H -2.573 -0.810 -2.825
H -2.206 -2.496 -3.224
H -2.645 -2.091 -5.715
H -1.710 -1.241 -7.837
H 0.259 0.254 -7.816
H 1.296 0.903 -5.668
C 5.194 -3.961 1.250
N 3.891 -3.399 0.938
N 3.580 -2.070 1.091
C 2.218 -1.931 1.017
O 1.645 -0.790 1.126
C 1.693 -3.222 0.796
C 2.756 -4.099 0.768
C 2.770 -5.568 0.567
C 4.544 -1.023 1.132
C 4.335 0.056 1.983
C 5.263 1.084 2.021
C 6.398 1.031 1.224
C 6.586 -0.032 0.354
C 5.655 -1.056 0.294
H 5.838 -3.194 1.666
H 5.664 -4.381 0.361
H 5.080 -4.755 1.988
H 0.644 -3.460 0.722
H 1.782 -5.913 0.278
H 3.066 -6.094 1.477
H 3.484 -5.838 -0.211
H 3.454 0.084 2.606
H 5.104 1.920 2.687
H 7.132 1.824 1.276
H 7.459 -0.066 -0.282
H 5.784 -1.861 -0.418

=====

Record 6
Density functional theory data (ωB97M-V/def2-TZVPD) for C5H6O in the gas phase at a distorted geometry.

Output
E_HOMO   -9.86 eV
ΔE to the lowest compared entry with this formula, charge and spin   51.3 kcal/mol
Structure (SMILES)   CC#CC(C)=O
Orbital gap   10.47 eV
Spin multiplicity   1
E_LUMO   0.61 eV

Cartesian coordinates (Å):
C -2.374 0.300 -0.612
C -1.340 -0.216 0.254
C -0.236 -0.544 0.627
C 1.158 -0.819 0.321
O 1.490 -1.849 -0.226
C 2.136 0.282 0.661
H -2.552 1.379 -0.477
H -1.757 -0.031 -1.474
H -3.320 -0.224 -0.739
H 1.646 1.252 0.788
H 2.618 0.011 1.606
H 2.905 0.342 -0.113

=====

What did the first record say?
Density functional theory data (ωB97M-V/def2-TZVPD) for a molecular structure, C31H57BClHfO2P at a distorted geometry.

Output
E_HOMO (alpha / beta)   -6.16 / -6.22 eV
ΔE to the lowest compared entry with this formula, charge and spin   0.0 kcal/mol
Orbital gap (alpha / beta)   5.94 / 6.02 eV
Spin multiplicity   1
E_LUMO (alpha / beta)   -0.22 / -0.21 eV

Cartesian coordinates (Å):
Hf 0.362 1.568 0.208
Cl 0.224 3.848 0.949
P 0.153 -0.866 -0.756
C 1.302 0.347 1.717
H 2.249 -0.172 1.941
H 0.619 0.067 2.546
C -1.155 -0.343 -1.977
C -0.642 -2.054 0.423
C -1.344 -1.273 -3.190
H -2.089 -0.362 -1.388
C -2.518 -0.789 -4.046
H -0.426 -1.285 -3.795
H -1.531 -2.308 -2.869
C -2.375 0.682 -4.461
H -2.598 -1.427 -4.936
H -3.447 -0.913 -3.471
C -2.039 1.620 -3.292
H -1.597 0.762 -5.232
H -3.308 1.009 -4.932
C -0.885 1.108 -2.403
H -1.781 2.613 -3.680
H -2.926 1.742 -2.658
H 0.047 1.155 -2.991
H -0.808 1.825 -1.521
C 1.511 -1.797 -1.668
C 0.445 -2.792 1.215
H -1.160 -1.379 1.128
C -0.178 -3.686 2.292
H 1.062 -3.400 0.536
H 1.112 -2.052 1.672
C -1.260 -4.619 1.737
H 0.615 -4.272 2.773
H -0.621 -3.042 3.065
C -2.298 -3.897 0.868
H -0.786 -5.418 1.149
H -1.771 -5.111 2.571
C -1.669 -3.003 -0.204
H -2.957 -4.628 0.383
H -2.928 -3.268 1.512
H -1.182 -3.629 -0.968
H -2.457 -2.440 -0.722
C 2.134 -0.963 -2.799
H 2.266 -1.906 -0.867
C 3.419 -1.615 -3.319
H 1.413 -0.854 -3.622
H 2.368 0.052 -2.457
C 3.210 -3.067 -3.756
H 3.808 -1.020 -4.153
H 4.175 -1.583 -2.522
C 2.448 -3.897 -2.717
H 2.665 -3.083 -4.709
H 4.183 -3.530 -3.945
C 1.182 -3.207 -2.190
H 2.171 -4.869 -3.140
H 3.111 -4.093 -1.863
H 0.441 -3.135 -3.000
H 0.729 -3.829 -1.406
C 2.326 2.104 -0.845
C 2.836 1.140 0.173
H 2.115 1.724 -1.864
C 3.855 1.635 1.171
H 3.020 0.106 -0.172
C 3.664 3.122 1.488
H 3.809 1.067 2.105
H 4.870 1.493 0.769
C 3.764 3.985 0.235
H 2.690 3.283 1.967
H 4.432 3.447 2.202
C 2.879 3.517 -0.936
H 3.529 5.027 0.480
H 4.811 3.991 -0.105
H 2.062 4.238 -1.081
H 3.482 3.602 -1.851
C -4.366 2.379 2.996
C -2.871 2.621 2.844
C -2.622 4.102 3.041
O -2.550 2.268 1.497
B -1.605 1.255 1.621
O -1.646 0.594 2.858
C -1.991 1.660 3.748
C -0.715 2.320 4.273
C -2.706 1.084 4.947
H -4.898 2.970 2.241
H -4.705 2.709 3.985
H -4.624 1.324 2.850
H -3.278 4.670 2.370
H -2.869 4.383 4.073
H -1.591 4.385 2.811
H -0.964 3.034 5.069
H -0.061 1.553 4.706
H -0.148 2.847 3.493
H -3.642 0.590 4.675
H -2.059 0.357 5.448
H -2.923 1.890 5.658

=====

Q: spin multiplicity of number 5 (C32H34N5O3RuSTe)?
A: 2

=====

Copy entry 6 word for word.
Density functional theory data (ωB97M-V/def2-TZVPD) for C5H6O in the gas phase at a distorted geometry.

Output
E_HOMO   -9.86 eV
ΔE to the lowest compared entry with this formula, charge and spin   51.3 kcal/mol
Structure (SMILES)   CC#CC(C)=O
Orbital gap   10.47 eV
Spin multiplicity   1
E_LUMO   0.61 eV

Cartesian coordinates (Å):
C -2.374 0.300 -0.612
C -1.340 -0.216 0.254
C -0.236 -0.544 0.627
C 1.158 -0.819 0.321
O 1.490 -1.849 -0.226
C 2.136 0.282 0.661
H -2.552 1.379 -0.477
H -1.757 -0.031 -1.474
H -3.320 -0.224 -0.739
H 1.646 1.252 0.788
H 2.618 0.011 1.606
H 2.905 0.342 -0.113

=====

Q: Which value of spin multiplicity does entry 6 give?
A: 1